This record from the Open Molecules 2025 dataset describes one molecule with the formula C5H5IO at a distorted geometry. The level of theory is the ωB97M-V functional and the def2-TZVPD basis.

Its multiplicity is 3. For the LUMO energy (spin up / spin down), the calculation gives 0.0188 / -0.0527 Eh. The calculation puts the electronic energy at -15409.094 eV.

```
12
C5H5IO, DFT the ωB97M-V functional and the def2-TZVPD basis
C 1.017 1.994 0.107
C -0.328 1.990 0.134
C 1.371 0.656 0.102
C 0.089 -0.137 0.139
C -0.074 -1.620 0.179
O -0.885 0.765 0.056
I 3.300 -0.112 -0.081
H 1.537 2.936 0.164
H -1.005 2.725 0.062
H 0.129 -1.941 1.273
H -1.020 -2.172 -0.193
H 0.742 -1.965 -0.368
```